{"formula": "C5H8N2", "method": "ωB97M-V with the def2-TZVPD basis set", "e_lumo_ev": [0.77, 0.77], "total_energy_ha": -304.71980, "mol_weight_g_mol": 96.13, "largest_force_ev_per_a": 0.5, "symbols": ["H", "C", "H", "C", "H", "H", "N", "H", "C", "H", "C", "C", "H", "H", "N"], "xyz": [[-0.5099, -1.0183, 2.7827], [-0.9606, -1.6860, -1.5549], [0.1528, 0.8913, -1.3144], [0.0824, 0.3789, -0.3451], [-0.1445, -1.9541, -2.2378], [1.0973, 2.6706, -0.3034], [0.4676, 0.9144, 0.7483], [-1.6656, -1.0592, -2.1129], [1.0685, 2.2282, 0.7047], [0.5166, 2.9033, 1.3684], [-0.4517, -0.9787, -0.3348], [0.1225, -1.3288, 1.9455], [2.0934, 2.1674, 1.0870], [-1.4760, -2.6067, -1.2701], [-0.3929, -1.5224, 0.8368]], "atomic_forces_ev_per_a": [[0.0412, -0.0247, -0.0662], [-0.0351, -0.0434, -0.0323], [0.0068, -0.0500, 0.1465], [0.0904, 0.0482, 0.2390], [-0.1031, 0.0493, 0.1014], [-0.0138, -0.0946, 0.1321], [-0.1514, -0.1382, -0.3781], [0.1057, -0.0827, 0.0898], [0.0946, 0.1895, 0.0171], [0.0870, -0.1012, -0.0911], [-0.0306, -0.0669, 0.1331], [-0.2709, -0.0842, -0.4348], [-0.1508, 0.0137, -0.0444], [0.0832, 0.1426, -0.0289], [0.2468, 0.2424, 0.2168]]}

---

{"formula": "C5H8N2", "method": "ωB97M-V with the def2-TZVPD basis set", "e_lumo_ev": 0.93, "total_energy_ha": -304.74066, "mol_weight_g_mol": 96.13, "smiles": "C[C@H]1CN1CC#N", "largest_force_ev_per_a": 1.3, "symbols": ["H", "H", "H", "C", "H", "C", "H", "H", "N", "C", "C", "C", "H", "N", "H"], "xyz": [[2.3332, 0.2125, 1.1494], [-2.5291, -0.8140, -0.5912], [0.3004, -1.4728, -1.7326], [0.6165, -1.2651, -0.7112], [1.4003, -1.9574, -0.3714], [-1.8566, -0.5073, 0.2424], [2.1093, 1.6009, 0.0674], [0.0621, 0.8598, -0.8352], [-1.5786, 2.0249, -0.1350], [-1.8939, 0.9539, 0.1712], [0.5843, 0.1278, -0.2078], [1.5842, 0.8514, 0.6731], [1.0431, 1.3938, 1.4569], [-0.3484, -0.8513, 0.3425], [-2.3008, -0.9229, 1.1515]], "atomic_forces_ev_per_a": [[-0.2038, -0.0927, -0.0945], [1.0304, -0.4485, 0.0794], [-0.2162, 0.1936, 0.1718], [-0.2302, -0.0203, -0.1107], [-0.5039, 0.2845, 0.0843], [0.7541, -0.2704, -0.0235], [-0.0516, -0.1915, 0.1151], [0.6270, -0.5272, -0.2270], [-0.9998, -0.5267, 0.6252], [0.4112, 0.9308, -0.3564], [-0.1459, 0.4035, -0.1368], [0.0005, -0.1061, 0.0265], [0.0826, -0.0913, -0.1206], [-0.6140, 0.1619, 0.1021], [0.0595, 0.3005, -0.1347]]}

---

{"formula": "C5H8N2", "method": "ωB97M-V with the def2-TZVPD basis set", "e_lumo_ev": 1.03, "total_energy_ha": -304.83008, "mol_weight_g_mol": 96.13, "smiles": "Cc1c[nH]c(N)c1", "largest_force_ev_per_a": 0.2, "symbols": ["N", "H", "H", "N", "H", "H", "H", "C", "C", "C", "H", "C", "H", "C", "H"], "xyz": [[2.6739, -0.5780, 0.0412], [0.0353, -1.9194, 0.3259], [-3.0217, 0.5187, 0.4771], [1.0344, 1.1641, -0.0133], [-2.5851, -1.1962, 0.4780], [1.7330, 1.8881, -0.0229], [-0.7692, 2.3215, -0.1354], [-2.3735, -0.2292, 0.0116], [1.3265, -0.1629, 0.1124], [-0.3320, 1.3403, -0.0106], [2.7496, -1.5354, 0.3648], [0.1419, -0.8470, 0.2194], [2.9749, -0.5672, -0.9299], [-0.9163, 0.1069, 0.1223], [-2.6716, -0.3042, -1.0405]], "atomic_forces_ev_per_a": [[-0.0272, -0.1498, -0.0403], [0.0163, 0.1366, -0.0865], [0.1302, -0.0464, -0.0080], [0.1400, -0.0645, 0.0300], [0.0126, 0.1423, -0.0232], [-0.0959, -0.0621, 0.0044], [0.0543, -0.1572, 0.0441], [-0.1144, -0.0222, 0.0240], [-0.1981, 0.0956, -0.1182], [-0.1614, -0.0029, -0.0334], [0.0783, 0.1153, 0.0350], [0.0542, -0.0441, -0.0643], [0.0975, -0.0130, 0.1420], [-0.0065, 0.1006, -0.0351], [0.0200, -0.0282, 0.1294]]}

---

{"formula": "C5H8N2", "method": "ωB97M-V with the def2-TZVPD basis set", "e_lumo_ev": 0.79, "total_energy_ha": -304.66614, "mol_weight_g_mol": 96.13, "smiles": "CC1C=C1.N=C=N", "largest_force_ev_per_a": 6.3, "symbols": ["H", "C", "H", "H", "H", "H", "C", "N", "N", "C", "H", "C", "H", "C", "H"], "xyz": [[-1.4941, 0.3533, 0.6867], [-0.7794, 0.6548, -2.7265], [0.0403, -2.1304, 4.0711], [2.4113, 0.2197, 2.1160], [-1.2422, -0.3652, -2.5339], [-0.0325, 0.4659, -3.5111], [-0.7868, 0.2142, -0.0967], [-0.0187, -1.4792, 3.2224], [1.3765, 0.2937, 2.5154], [0.2148, -0.4210, -0.6314], [-1.4603, 1.3662, -3.0163], [-0.2322, 0.9069, -1.3393], [0.9299, -1.1456, -0.4794], [0.7826, -0.6582, 2.8887], [0.2906, 1.7248, -1.1655]], "atomic_forces_ev_per_a": [[-0.2989, -0.1457, 0.3184], [0.7754, -3.2147, 1.4279], [-0.0111, 1.8315, -1.8429], [-3.3396, 0.1195, 1.0204], [-0.1117, 1.2684, -0.9272], [0.0580, 0.4349, 0.3619], [0.7395, -0.1390, -1.4456], [-1.3442, -3.3868, 1.9950], [5.2603, 2.7121, -2.0175], [-1.9876, 3.0567, 0.6056], [-1.7953, 1.5613, -0.9573], [-1.3226, -5.2392, -0.1411], [1.3597, -1.3989, 0.0505], [-0.5298, -1.2403, 0.9086], [2.5479, 3.7802, 0.6434]]}

---

{"formula": "C5H8N2", "method": "ωB97M-V with the def2-TZVPD basis set", "e_lumo_ev": 0.85, "total_energy_ha": -304.67240, "mol_weight_g_mol": 96.13, "smiles": "C[C@H]1N[C@]1(C)C#N", "largest_force_ev_per_a": 3.1, "symbols": ["H", "H", "H", "C", "H", "H", "C", "C", "H", "C", "H", "N", "C", "N", "H"], "xyz": [[-1.9854, 0.0962, -0.0814], [0.3938, -0.6635, -2.1335], [1.1566, 2.2818, 0.4737], [-0.5288, 0.6692, 1.9324], [-0.2774, -2.1071, -1.4060], [2.0995, 0.8485, 0.9609], [0.0270, 0.4678, 0.5978], [1.3018, 1.2113, 0.3089], [-0.6283, -1.4987, 0.8600], [-0.9489, 0.0574, -0.4718], [-1.3848, -1.0316, -2.2459], [-0.9057, 0.7374, 3.0247], [-0.5041, -1.0225, -1.6385], [-0.0125, -0.9184, 0.3178], [1.5830, 1.0518, -0.7339]], "atomic_forces_ev_per_a": [[0.5333, -0.4302, -0.6124], [-0.2599, 0.1636, -0.3531], [0.0421, -0.1102, -0.0336], [-0.6352, 0.7471, 0.8219], [-0.5992, 1.3803, 0.3273], [-0.0309, 0.0930, -0.0614], [0.4571, -0.0018, 0.2814], [0.1388, 0.0625, -0.0353], [0.0944, 0.0475, 1.0910], [0.6609, -3.0691, -0.0280], [-0.2525, 0.0839, -1.3527], [0.3145, -0.0175, -1.0160], [-0.9159, 1.1769, -1.3122], [0.4401, -0.1056, 2.1337], [0.0125, -0.0206, 0.1493]]}

---

{"formula": "C5H8N2", "method": "ωB97M-V with the def2-TZVPD basis set", "e_lumo_ev": 1.08, "total_energy_ha": -304.82137, "mol_weight_g_mol": 96.13, "smiles": "C[C@H]1C=CC(N)=N1", "largest_force_ev_per_a": 0.4, "symbols": ["H", "H", "C", "C", "H", "C", "H", "C", "C", "H", "H", "N", "H", "N", "H"], "xyz": [[0.9171, -1.1251, 1.4847], [-1.0753, -1.7606, -0.7461], [0.9107, 0.9801, -0.7343], [1.3401, -0.2475, -0.4227], [2.2589, -0.7172, -0.7627], [-0.4735, -2.0329, 0.1279], [-1.8050, 2.3896, 0.6355], [-0.3206, 1.1847, 0.0531], [0.3671, -0.8336, 0.5788], [-1.1698, -2.2562, 0.9421], [1.3558, 1.7173, -1.3956], [-1.1420, 2.2739, -0.1182], [0.1229, -2.9224, -0.0905], [-0.5931, 0.2233, 0.8603], [-0.6931, 3.1266, -0.4123]], "atomic_forces_ev_per_a": [[-0.1025, 0.1467, -0.0032], [0.1997, -0.0679, 0.0695], [0.0267, -0.1582, 0.0271], [-0.1355, 0.1070, -0.0002], [-0.2671, -0.0308, -0.0153], [0.0329, -0.1175, -0.0418], [0.0107, 0.0546, -0.1142], [-0.0321, -0.0529, 0.1630], [0.0691, -0.1144, 0.0696], [0.1279, -0.0768, -0.1567], [-0.0451, -0.2101, 0.0467], [0.0694, 0.1437, 0.1710], [-0.0094, 0.1010, -0.0125], [0.1060, 0.2968, -0.2344], [-0.0506, -0.0211, 0.0314]]}

---

{"formula": "C5H8N2", "method": "ωB97M-V with the def2-TZVPD basis set", "e_lumo_ev": 1.04, "total_energy_ha": -304.78806, "mol_weight_g_mol": 96.13, "smiles": "Cn1ccc(N)c1", "largest_force_ev_per_a": 1.6, "symbols": ["H", "C", "H", "C", "C", "H", "N", "H", "C", "H", "H", "N", "H", "C", "H"], "xyz": [[0.5946, -1.1978, -3.0108], [-0.3659, 0.3152, 2.3160], [0.6848, -2.3378, -1.8312], [-0.4955, 1.4073, -0.2104], [0.3424, -0.4717, -1.1629], [-0.3575, -0.7527, 2.6163], [-0.2135, 0.4612, 0.8334], [-1.3068, 0.7083, 2.7092], [0.2943, -0.6514, 0.1910], [-0.5502, 2.5023, -0.2477], [0.4602, 0.7640, 2.8802], [0.9193, -1.3821, -2.0729], [-0.4345, 1.3411, -2.3391], [-0.1968, 0.8167, -1.4139], [0.6252, -1.5225, 0.7428]], "atomic_forces_ev_per_a": [[0.0476, -0.0931, -0.0873], [-0.0247, 0.3805, -0.1791], [0.0762, 0.0761, -0.1087], [0.5430, -0.5495, 0.8420], [-0.1631, 0.0433, 0.1708], [-0.0177, 0.5270, -0.7231], [0.1328, 0.1563, -0.4901], [0.0922, 0.2121, -0.3835], [0.1144, -0.1196, -0.1346], [-0.6409, -0.5818, 1.3108], [-0.1090, 0.2120, -0.3373], [-0.2849, -0.0538, -0.1819], [0.5202, -0.3581, 0.0930], [-0.1092, -0.0256, 0.1696], [-0.1769, 0.1743, 0.0394]]}

---

{"formula": "C5H8N2", "method": "ωB97M-V with the def2-TZVPD basis set", "e_lumo_ev": 0.93, "total_energy_ha": -304.76728, "mol_weight_g_mol": 96.13, "smiles": "Cc1cn(C)cn1", "largest_force_ev_per_a": 4.3, "symbols": ["C", "H", "H", "H", "N", "H", "C", "H", "C", "C", "H", "N", "H", "C", "H"], "xyz": [[-2.3186, 0.2370, -0.2640], [3.1259, 0.2837, 0.6555], [-1.1715, -1.2169, 2.0568], [-2.7773, -0.2401, -1.1485], [0.7407, -0.6074, 1.3414], [-1.5760, 1.1524, -0.5029], [-0.0257, 0.1109, -0.6342], [-0.0918, 0.1531, -1.7099], [1.0721, 0.0079, 0.1595], [-0.5570, -0.8237, 1.2582], [2.5323, 1.3765, -0.6295], [-1.0749, -0.4742, 0.0660], [-3.0817, 0.1126, 0.5423], [2.4679, 0.3666, -0.2104], [2.8073, -0.3350, -0.9781]], "atomic_forces_ev_per_a": [[1.0076, 0.2498, -0.2694], [-0.0492, 0.0495, -0.0931], [0.0533, 0.0281, -0.0375], [0.3403, 0.5376, 0.1096], [-0.3929, 0.0931, 0.3600], [-4.2664, -0.2043, 0.4427], [1.0869, -1.6551, -0.1473], [-0.0445, 0.6714, -0.0167], [0.1833, -0.2835, -0.3582], [0.1700, 0.0057, 0.4235], [-0.0050, -0.1719, 0.1281], [0.7183, -0.3426, -0.1943], [0.8507, 0.9874, -0.4029], [0.1654, -0.0652, -0.0276], [0.1821, 0.0999, 0.0830]]}